Entry from OMol25: a structure of composition C3H9O4PS in a non-equilibrium geometry (wB97M-V/def2-TZVPD).

Values from the calculation:
E_LUMO: 0.227 eV
HOMO: -10.7 eV
Energy relative to the best compared isomer or geometry (same formula, charge and spin): 397.1 kJ/mol
Total energy: -1160.15724 a.u.

Each line ends with the Löwdin charge.
Positions of all 18 atoms, in Å:
C -3.161 0.635 -0.244  -0.036
C -1.829 0.137 0.352  -0.297
C 1.307 -0.696 -0.447  -0.321
O 1.539 1.967 -0.251  -0.289
O 3.927 -0.300 -0.934  -0.302
O 3.172 -0.368 1.331  -0.339
O -0.753 0.909 -0.127  -0.252
P 0.757 0.864 0.322  0.550
S 3.041 -0.823 -0.004  0.576
H -3.192 1.622 0.063  0.050
H -2.955 0.489 -1.388  0.122
H -4.076 0.161 -0.036  0.058
H -1.560 -0.848 0.086  0.092
H -1.991 0.062 1.358  0.085
H 0.714 -1.647 -0.269  0.108
H 1.086 -0.649 -1.447  0.048
H 0.720 0.608 1.775  0.090
H 3.253 -2.123 -0.140  0.059


Entry from OMol25: a structure of composition C14H32N6O6RhS in a non-equilibrium geometry (wB97M-V/def2-TZVPD).

Values from the calculation:
Expectation value of S²: 6.110
E_LUMO (alpha / beta): -3.609 / -6.027 eV
HOMO (alpha / beta): -9.1 / -11.7 eV
Energy relative to the best compared isomer or geometry (same formula, charge and spin): 22.5 kJ/mol
Net charge: +1
Multiplicity: 5
Total energy: -1840.80508 a.u.

Each line ends with the Löwdin charge.
Positions of all 60 atoms, in Å:
O -0.591 1.779 -4.336  -0.128
H -0.465 1.875 -5.297  0.080
Rh 0.013 0.189 -1.090  1.059
N -1.334 1.594 -1.557  -0.258
N 1.081 1.876 -0.760  -0.219
N -0.856 -1.615 -1.109  -0.266
N 1.458 -0.957 -0.269  -0.143
O -2.549 1.351 -1.762  -0.004
O -2.090 -1.814 -1.300  -0.063
O 2.604 -0.523 0.267  -0.027
O 2.279 1.933 -0.290  -0.067
C 0.442 3.038 -1.059  -0.245
C -0.866 2.883 -1.545  -0.237
C -0.047 -2.652 -0.734  -0.234
C 1.208 -2.271 -0.191  -0.274
C -1.751 3.942 -2.088  0.010
H -1.759 3.891 -3.186  0.103
H -1.389 4.928 -1.792  0.081
H -2.775 3.807 -1.730  0.097
C 1.169 4.312 -0.829  0.007
H 2.138 4.313 -1.342  0.104
H 1.357 4.478 0.241  0.104
H 0.580 5.153 -1.201  0.080
C -0.569 -4.042 -0.773  -0.006
C 2.138 -3.235 0.464  -0.021
H -1.356 -4.131 -1.532  0.090
H -0.992 -4.348 0.197  0.104
H 0.242 -4.740 -1.014  0.091
H 3.053 -2.741 0.806  0.079
H 2.411 -4.029 -0.243  0.094
H 1.659 -3.724 1.325  0.093
H -2.373 -0.415 -2.792  0.044
H 2.586 0.509 0.058  0.056
C 0.933 0.281 -2.989  -0.066
H 0.752 1.185 -3.571  0.000
H 0.604 -0.602 -3.546  0.042
H 2.011 0.174 -2.797  0.034
O -1.689 -0.435 -3.497  -0.105
H -1.120 0.935 -4.171  0.019
H -1.981 -1.073 -4.169  0.102
C 1.583 1.229 2.869  -0.050
N 0.821 -0.005 2.975  -0.181
C 1.578 -1.171 3.426  -0.021
C -0.382 -0.154 2.381  -0.644
S -0.894 0.882 1.126  0.906
N -1.195 -1.153 2.846  -0.190
C -1.351 -1.277 4.303  -0.030
C -2.455 -1.383 2.146  -0.080
H 2.182 1.329 3.784  0.105
H 0.890 2.071 2.777  0.080
H 2.256 1.224 2.002  0.073
H 2.131 -0.887 4.330  0.108
H 0.899 -1.996 3.646  0.085
H 2.298 -1.488 2.658  0.084
H -2.093 -0.559 4.688  0.112
H -1.711 -2.290 4.513  0.104
H -0.400 -1.107 4.805  0.077
H -3.101 -0.494 2.195  0.092
H -2.276 -1.624 1.094  0.060
H -2.949 -2.227 2.637  0.100


Entry from OMol25: a structure of composition C6H11NO in a non-equilibrium geometry (wB97M-V/def2-TZVPD).

Values from the calculation:
E_LUMO (alpha / beta): -0.167 / 0.763 eV
HOMO (alpha / beta): -7.3 / -7.7 eV
Energy relative to the best compared isomer or geometry (same formula, charge and spin): 597.7 kJ/mol
Total energy: -365.00383 a.u.

Each line ends with the Löwdin charge.
Positions of all 19 atoms, in Å:
C 0.377 -1.347 0.517  -0.181
C 0.846 1.419 -0.308  -0.175
C 1.856 0.414 -0.506  -0.012
C -0.314 0.415 0.331  -0.411
C -1.401 0.223 -0.678  -0.189
C -0.702 0.752 1.623  0.039
O 0.589 -2.142 -0.590  -0.078
N -1.795 -0.890 -1.145  0.103
H -0.271 -2.155 -1.051  0.062
H -2.551 -0.780 -1.817  0.066
H 1.226 -1.347 1.192  0.104
H -0.519 -1.658 1.051  0.088
H 1.101 2.197 0.407  0.099
H 0.460 1.880 -1.217  0.100
H -1.857 1.177 -0.971  0.125
H 1.887 -0.181 -1.404  0.068
H 2.655 0.282 0.209  0.071
H -1.067 0.009 2.320  0.062
H -0.518 1.733 2.037  0.058


Entry from OMol25: an isolated molecule of C2H3FNP in a non-equilibrium geometry (wB97M-V/def2-TZVPD).

Values from the calculation:
E_LUMO (alpha / beta): -0.960 / -0.960 eV
HOMO (alpha / beta): -9.3 / -9.3 eV
Energy relative to the best compared isomer or geometry (same formula, charge and spin): 283.9 kJ/mol
SMILES: [H]/N=C1/CP1F
Total energy: -573.82485 a.u.

Each line ends with the Löwdin charge.
Positions of all 8 atoms, in Å:
C 0.138 0.399 -0.376  -0.438
C -0.949 -0.286 0.202  -0.360
N 0.872 1.796 0.142  0.018
F 1.150 -1.846 0.353  -0.313
P 0.220 -1.343 -0.794  0.895
H -1.366 -0.279 1.220  0.094
H -1.925 -0.333 -0.448  0.108
H 1.859 1.892 -0.299  -0.003


Entry from OMol25: a cluster of 2 separate species, CH4N2O in total in a non-equilibrium geometry (wB97M-V/def2-TZVPD).

Values from the calculation:
E_LUMO (alpha / beta): 0.126 / -0.810 eV
HOMO (alpha / beta): -9.9 / -9.4 eV
Energy relative to the best compared isomer or geometry (same formula, charge and spin): 635.1 kJ/mol
Total energy: -225.05009 a.u.

Each line ends with the Löwdin charge.
Positions of all 8 atoms, in Å:
C -1.789 -0.202 0.252  -0.025
N -0.525 -0.168 0.315  -0.132
N 2.071 0.251 0.245  0.101
O 0.348 -0.644 -0.449  -0.063
H -2.229 0.155 1.122  0.036
H -2.465 -0.555 -0.582  0.097
H 2.424 -0.542 0.758  -0.007
H 2.376 0.241 -0.717  -0.007


Entry from OMol25: a cluster of 9 separate species, H17O9 in total in a non-equilibrium geometry (wB97M-V/def2-TZVPD).

Values from the calculation:
E_LUMO: 3.410 eV
HOMO: -6.8 eV
Energy relative to the best compared isomer or geometry (same formula, charge and spin): 276.5 kJ/mol
Net charge: -1
Total energy: -687.34682 a.u.

Each line ends with the Löwdin charge.
Positions of all 26 atoms, in Å:
O 0.233 2.096 -0.406  -0.171
H 0.753 1.406 -1.069  0.106
H 0.384 1.611 0.496  0.028
O -2.175 0.966 -1.539  -0.123
H -2.138 1.374 -0.600  0.098
O -2.597 -1.255 -2.367  -0.119
H -2.470 -0.831 -1.431  0.070
H -2.776 -0.588 -2.980  -0.025
O -0.074 0.136 1.592  -0.300
H 0.602 -0.135 2.239  0.024
H 0.077 -0.606 0.518  0.033
O 2.504 -0.433 -1.749  -0.105
H 1.553 -0.705 -2.275  0.154
H 2.265 -0.304 -0.920  -0.143
O 2.365 1.000 0.830  -0.096
H 2.421 1.634 0.119  0.026
H 1.415 0.751 0.990  -0.033
O 0.275 -1.157 -0.528  -0.199
H 0.078 -2.021 -0.662  -0.029
H -1.345 0.485 -1.654  0.007
O -2.539 0.890 2.523  -0.067
H -1.629 0.764 2.206  -0.024
H -2.793 0.033 2.721  -0.025
O 1.742 -1.944 1.614  -0.062
H 1.290 -1.616 0.815  -0.026
H 2.581 -1.552 1.517  0.003